Computed, not measured: an isolated molecule of C3H3FO in a non-equilibrium geometry, with ωB97M-V/def2-TZVPD.

Geometry as XYZ:
```
8
Properties=species:S:1:pos:R:3:mulliken_charge:R:1
O 0.5406 -0.0233 -1.8766 -0.479
C 0.6688 -0.7104 -0.8753 0.037
C 0.1149 -0.2305 0.4469 -0.268
C -0.7594 0.7502 0.5151 0.023
F -1.2422 1.2122 1.7059 -0.232
H 1.2396 -1.6187 -0.8551 0.346
H 0.6341 -0.7840 1.2586 0.281
H -1.1965 1.4045 -0.3195 0.293
```

Total charge = 0
Strongest force on any atom = 0.066 hartree/bohr
HOMO-LUMO gap = 0.37867 Eh
Energy above the lowest of the compared OMol25 structures with the same formula, charge and spin = 6.3 kcal/mol
LUMO energy = 0.0534 eV
Highest occupied orbital energy = -10.25 eV